No. 1
ORCA calculation (ωB97M-V with the def2-TZVPD basis set) on the ion C6H7N2O3 with charge -1 at a distorted geometry.

Last column: Löwdin charge in e.
Geometry (Å):
H  -0.085  -1.907  2.756  0.033
N  -0.790  -1.895  2.051  0.165
C  -0.318  -1.281  1.077  -0.241
C  -0.938  -0.879  -0.190  -0.372
N  -1.194  -1.790  -1.046  0.155
H  -1.427  -1.736  -2.017  0.030
C  -0.812  0.567  -0.486  -0.097
C  0.743  0.899  -0.598  -0.266
O  1.536  -0.135  -0.290  -0.090
C  1.271  -0.627  0.967  -0.138
C  1.544  0.406  2.219  -0.672
O  1.411  1.611  2.096  -0.021
O  1.622  -0.266  3.275  -0.081
H  -1.239  0.767  -1.538  0.120
H  -1.368  1.211  0.243  0.126
H  0.937  1.194  -1.753  0.145
H  0.949  1.866  -0.110  0.100
H  1.815  -1.489  1.070  0.104

The orbital gap is 8.0 eV. Its energy above the lowest of the compared OMol25 structures with the same formula, charge and spin is 1.538 eV. The calculation puts the lowest unoccupied orbital energy at 0.136 Eh. For the molecular weight, the calculation gives 155.133 g mol⁻¹. Its spin multiplicity is 1. The SMILES is [H]/N=C1/C(=N/[H])CCO[C@H]1C(=O)[O-]. Its net charge is -1.



No. 2
ORCA calculation (ωB97M-V with the def2-TZVPD basis set) on a cluster of 2 separate species, C4H5Br2O4 in total at a distorted geometry.

Last column: Löwdin charge in e.
Geometry (Å):
C  1.428  2.648  -0.393  -0.494
C  -1.866  -0.465  0.138  -0.253
C  -0.546  -1.051  -0.346  -0.273
C  1.709  -0.152  -0.167  -0.964
O  0.494  2.670  0.272  0.189
O  2.356  2.745  -1.058  0.193
O  -1.777  -0.013  1.467  -0.076
O  0.397  0.003  -0.389  -0.382
Br  2.421  -1.648  -1.422  0.294
Br  1.963  -0.969  1.750  0.286
H  -2.652  -1.226  0.115  0.115
H  -2.148  0.369  -0.526  0.116
H  -0.657  -1.489  -1.350  0.108
H  -0.209  -1.834  0.346  0.082
H  -0.913  0.411  1.561  0.062

The orbital gap is 6.8 eV. Its energy above the lowest of the compared OMol25 structures with the same formula, charge and spin is 0.000 eV. The calculation puts the lowest unoccupied orbital energy at 0.124 Eh. For the molecular weight, the calculation gives 276.888 g mol⁻¹. Its spin multiplicity is 1. Its net charge is -1.



No. 3
ORCA calculation (ωB97M-V with the def2-TZVPD basis set) on the molecule C4H11N3O2.

Last column: Löwdin charge in e.
Geometry (Å):
C  2.390  0.102  0.252  -0.106
N  1.393  0.735  -0.597  -0.061
C  0.068  0.839  -0.056  -0.421
O  0.034  1.251  1.296  -0.018
N  -0.655  -0.413  -0.206  -0.036
C  -0.103  -1.479  -1.023  -0.042
C  -2.020  -0.457  0.012  -0.588
N  -2.570  0.656  0.584  0.171
O  -2.692  -1.418  -0.299  0.042
H  3.286  -0.055  -0.346  0.085
H  2.023  -0.867  0.582  0.073
H  2.658  0.702  1.131  0.080
H  1.722  1.649  -0.882  0.119
H  -0.456  1.640  -0.601  0.162
H  0.376  0.533  1.843  0.102
H  -0.940  -2.017  -1.465  0.084
H  0.532  -1.061  -1.800  0.086
H  0.475  -2.179  -0.415  0.082
H  -1.995  1.292  1.112  0.075
H  -3.526  0.547  0.877  0.109

The orbital gap is 10.0 eV. Its energy above the lowest of the compared OMol25 structures with the same formula, charge and spin is 0.540 eV. The calculation puts the lowest unoccupied orbital energy at 0.025 Eh. For the molecular weight, the calculation gives 133.151 g mol⁻¹. Its spin multiplicity is 1. The SMILES is CN[C@H](O)N(C)C(N)=O. Its net charge is 0.



No. 4
ORCA calculation (ωB97M-V with the def2-TZVPD basis set) on a cluster of 2 separate species, C5H7Br2O3 in total at a distorted geometry.

Last column: Löwdin charge in e.
Geometry (Å):
C  1.788  2.082  0.612  -0.611
C  -0.232  -0.422  1.123  -0.229
C  -0.076  -0.550  -1.412  -0.194
C  1.657  1.281  -0.635  -0.731
C  -0.112  0.250  -0.132  -0.777
O  1.725  3.425  0.349  0.032
O  1.759  1.647  1.754  0.003
O  1.713  1.669  -1.797  -0.090
Br  2.900  -0.438  -0.106  0.453
Br  -1.377  1.820  -0.174  0.605
H  0.362  -1.383  1.047  0.082
H  0.109  0.262  1.934  0.071
H  -1.278  -0.663  1.414  0.073
H  0.401  0.104  -2.210  0.076
H  0.707  -1.293  -1.382  0.024
H  -1.069  -0.767  -1.734  0.051
H  1.713  3.617  -0.680  0.162

The orbital gap is 7.3 eV. The calculation puts the lowest unoccupied orbital energy at 0.119 Eh. For the molecular weight, the calculation gives 274.916 g mol⁻¹. Its spin multiplicity is 1. Its net charge is -1.



No. 5
ORCA calculation (ωB97M-V with the def2-TZVPD basis set) on the ion C5H12NO with charge +1 at a distorted geometry.

Last column: Löwdin charge in e.
Geometry (Å):
C  -2.352  -0.303  1.606  0.188
N  -1.403  0.134  0.873  0.080
C  -1.365  -0.176  -0.582  -0.151
C  -0.105  0.309  -1.208  -0.184
C  1.151  -0.578  -0.833  -0.146
C  2.229  0.213  -0.013  -0.238
O  1.636  0.861  1.116  -0.070
H  -2.535  0.210  2.547  0.132
H  -3.066  -0.986  1.159  0.132
H  -0.735  0.797  1.277  0.164
H  -1.516  -1.228  -0.790  0.140
H  -2.184  0.402  -1.038  0.147
H  -0.257  0.303  -2.286  0.123
H  0.186  1.334  -0.995  0.120
H  1.639  -0.792  -1.788  0.116
H  0.767  -1.466  -0.338  0.106
H  2.928  -0.601  0.196  0.122
H  2.716  0.871  -0.730  0.120
H  2.267  0.696  1.827  0.100

The orbital gap is 9.2 eV. Its energy above the lowest of the compared OMol25 structures with the same formula, charge and spin is 1.169 eV. The calculation puts the lowest unoccupied orbital energy at -0.186 Eh. For the molecular weight, the calculation gives 102.157 g mol⁻¹. Its spin multiplicity is 1. The SMILES is C=[NH+]CCCCO. Its net charge is +1.



No. 6
ORCA calculation (ωB97M-V with the def2-TZVPD basis set) on a structure of composition C3H5N2PS at a distorted geometry.

Last column: Löwdin charge in e.
Geometry (Å):
C  1.410  -0.614  -1.205  -0.353
C  1.713  0.586  0.977  -0.433
C  0.338  -0.172  -0.541  -0.346
N  0.516  0.388  0.664  -0.151
N  -1.590  -0.201  -0.831  -0.311
P  -2.066  0.506  0.698  0.636
S  2.834  -0.153  -0.231  0.924
H  1.526  -1.303  -2.077  0.088
H  2.045  0.950  2.049  0.128
H  -1.495  0.613  -1.521  0.027
H  -1.837  -0.728  1.591  -0.065
H  -3.395  0.128  0.427  -0.143

The orbital gap is 8.9 eV. Its energy above the lowest of the compared OMol25 structures with the same formula, charge and spin is 2.806 eV. The calculation puts the lowest unoccupied orbital energy at 0.015 Eh. For the molecular weight, the calculation gives 132.128 g mol⁻¹. Its spin multiplicity is 1. Its net charge is 0.



No. 7
ORCA calculation (ωB97M-V with the def2-TZVPD basis set) on a cluster of 2 separate species, C4H12 in total at a distorted geometry.

Last column: Löwdin charge in e.
Geometry (Å):
C  -1.718  -1.137  0.685  -0.232
C  -1.403  0.070  1.615  -0.278
H  -2.636  -1.144  0.121  0.038
H  -0.854  -1.237  0.047  0.014
H  -1.809  -1.980  1.368  0.043
H  -0.926  -0.262  2.524  0.030
H  -2.399  0.421  1.934  0.038
H  -0.947  0.898  1.081  0.020
C  1.056  -0.040  -1.097  -0.381
C  2.107  1.068  -1.190  -0.418
H  1.351  -0.700  -0.320  0.016
H  0.154  0.555  -0.939  0.028
H  1.021  -0.548  -2.062  0.025
H  2.311  1.591  -0.250  0.025
H  3.058  0.884  -1.665  0.013
H  1.786  1.900  -1.835  0.020

The orbital gap (alpha / beta) is 2.8 / 12.1 eV. Its energy above the lowest of the compared OMol25 structures with the same formula, charge and spin is 0.621 eV. The calculation puts the lowest unoccupied orbital energy (alpha / beta) at 0.160 / 0.161 Eh. For the molecular weight, the calculation gives 60.140 g mol⁻¹. Its spin multiplicity is 2. Its net charge is -1. As for the expectation value of S²: 0.750.



No. 8
ORCA calculation (ωB97M-V with the def2-TZVPD basis set) on a structure of composition C6H35N2O12 at a distorted geometry.

Last column: Löwdin charge in e.
Geometry (Å):
C  5.312  3.282  -3.689  -0.058
C  4.739  3.782  -5.009  -0.113
N  5.793  4.586  -5.704  0.039
C  7.149  4.240  -5.772  -0.007
C  7.820  5.332  -6.386  0.027
N  6.835  6.248  -6.811  -0.100
C  5.607  5.842  -6.294  -0.011
C  7.092  7.471  -7.502  -0.004
H  5.948  2.414  -3.865  0.030
H  4.576  2.867  -3.000  0.127
H  5.872  4.033  -3.131  0.083
H  3.864  4.418  -4.870  0.076
H  4.479  2.973  -5.691  0.081
H  7.469  3.299  -5.350  0.082
H  8.826  5.450  -6.760  0.128
H  4.692  6.414  -6.340  0.072
H  7.311  7.249  -8.547  0.137
H  7.905  7.972  -6.977  0.134
H  6.199  8.096  -7.467  -0.013
O  3.437  5.985  -5.934  0.128
H  3.379  6.854  -6.331  0.152
H  2.730  5.487  -6.344  0.177
O  7.660  4.603  -3.382  0.019
H  7.344  4.367  -2.510  0.063
H  8.531  4.210  -3.436  0.132
O  5.858  5.146  -8.696  -0.054
H  5.098  4.567  -8.646  0.037
H  5.511  6.015  -8.492  -0.129
O  6.173  3.473  -1.421  -0.081
H  7.091  3.233  -1.301  0.048
H  5.939  3.110  -2.275  -0.084
O  2.909  3.621  -3.817  -0.128
H  2.894  4.578  -3.822  -0.200
H  2.831  3.385  -2.892  0.077
O  4.779  7.017  -8.093  -0.076
H  4.206  7.360  -8.778  0.140
H  5.169  7.795  -7.693  -0.230
O  7.256  1.857  -4.616  0.040
H  6.726  1.068  -4.731  0.164
H  8.065  1.674  -5.093  0.155
O  2.624  5.636  -4.190  0.079
H  3.024  5.898  -5.019  -0.285
H  1.736  5.368  -4.426  0.115
O  6.816  1.984  -2.681  -0.116
H  6.777  2.024  -3.636  -0.232
H  7.731  2.167  -2.470  0.091
O  3.565  2.841  -7.021  -0.033
H  2.935  2.284  -7.477  0.073
H  3.176  2.987  -6.158  0.024
O  6.596  6.281  -4.083  -0.044
H  7.061  5.466  -3.894  -0.197
H  6.714  6.813  -3.296  0.063
O  5.026  8.822  -7.467  0.113
H  4.800  9.669  -7.084  0.173
H  5.877  8.965  -7.882  0.115

The orbital gap is 8.0 eV. Its energy above the lowest of the compared OMol25 structures with the same formula, charge and spin is 28.914 eV. The calculation puts the lowest unoccupied orbital energy at -0.110 Eh. For the molecular weight, the calculation gives 327.348 g mol⁻¹. Its spin multiplicity is 1. Its net charge is +1.



Number 1: calculated total energy -568.05223 a.u.. Number 2: calculated total energy -5604.44694 a.u.. Number 3: calculated total energy -473.78294 a.u.. Number 4: calculated total energy -5568.50350 a.u.. Number 5: calculated total energy -327.41664 a.u.. Number 6: calculated total energy -966.23354 a.u.. Number 7: calculated total energy -159.50732 a.u.. Number 8: calculated total energy -1260.73555 a.u..